(1)
{
  "formula": "C9H21ClHfIO3P2",
  "method": "the ωB97M-V functional and the def2-TZVPD basis",
  "relative_energy_kj_mol": 192.4,
  "charge": 3,
  "e_tot_ev": -56295.083,
  "multiplicity": 1,
  "largest_force_ev_per_a": 5.35,
  "elements": ["C", "C", "H", "H", "H", "O", "I", "Hf", "P", "C", "C", "H", "H", "H", "C", "H", "H", "H", "H", "H", "H", "C", "O", "Cl", "C", "P", "C", "C", "O", "H", "H", "H", "H", "H", "H", "H", "H", "H"],
  "xyz": [[-0.1479, 2.1186, 0.0240], [-0.5080, 1.8223, -1.4943], [-0.9146, 2.8412, 0.3171], [0.7093, 2.8254, 0.0944], [-0.3307, 1.4091, 0.9412], [-0.1060, 2.5093, -2.4266], [-0.2742, -0.6744, -2.7548], [0.7533, -0.2079, 1.1252], [2.5896, 0.4631, -0.6718], [2.9710, 0.8143, -2.4727], [3.0725, 2.2347, -0.3591], [4.2834, -0.6992, 0.6507], [4.9195, 0.0556, -0.8635], [3.9854, -1.4678, -0.9575], [4.1003, -0.5193, -0.4126], [3.1787, 2.4541, 0.6934], [4.0189, 2.4039, -0.8519], [3.9941, 1.2111, -2.4894], [2.3114, 1.5957, -2.8549], [2.3203, 2.8713, -0.8227], [2.9454, -0.0712, -3.1013], [-1.5543, 0.7826, -1.7627], [-2.7650, 0.8253, -1.4918], [2.1655, -0.5273, 2.8353], [-2.4411, -2.9848, 2.4512], [-2.5517, -1.5483, 1.3913], [-2.8475, -1.9784, -0.2966], [-3.9190, -0.5466, 1.9360], [-1.1465, -0.8248, 1.4273], [-3.4460, -3.4408, 2.4611], [-2.1917, -2.6889, 3.4848], [-1.7292, -3.7091, 2.0241], [-3.8194, -2.4736, -0.3056], [-2.8927, -1.0718, -0.9147], [-2.0672, -2.6565, -0.6430], [-3.7310, -0.0712, 2.9104], [-4.1771, 0.1786, 1.1545], [-4.7580, -1.2545, 2.0256]],
  "atomic_forces_ev_per_a": [[-0.026, 1.218, -0.008], [0.191, 2.240, -1.204], [-0.625, -0.092, 0.069], [-0.112, -1.121, 0.209], [-0.509, 1.562, -1.324], [-0.455, -1.548, 3.091], [-0.934, -0.608, 0.311], [-1.165, -1.271, -0.337], [2.612, 1.489, -2.071], [-0.981, -0.486, -0.527], [-0.532, -0.333, 1.173], [0.238, -0.114, -0.251], [-0.134, -0.221, 0.246], [0.122, 0.183, 0.237], [-0.075, -0.339, 0.647], [0.033, 0.354, 0.346], [0.250, -0.053, 0.024], [-0.285, -0.253, 0.261], [-0.055, -0.226, -0.092], [0.206, 0.049, -0.046], [-0.163, -0.052, -0.061], [-3.983, 0.129, 0.591], [5.209, -0.314, -1.169], [-0.129, 0.107, 0.063], [-0.092, 0.016, -0.160], [-1.441, -1.049, 0.292], [0.061, -0.063, 0.064], [0.247, 0.284, 0.024], [2.685, 1.144, -0.287], [0.338, 0.040, 0.014], [0.024, -0.180, -0.422], [-0.182, 0.193, 0.354], [-0.037, -0.141, -0.253], [-0.183, -0.540, 0.268], [-0.150, -0.113, -0.115], [-0.161, -0.111, -0.326], [0.045, 0.026, 0.297], [0.148, 0.197, 0.071]]
}

=====

(2)
{
  "formula": "C3H2F3N2S2",
  "method": "the ωB97M-V functional and the def2-TZVPD basis",
  "relative_energy_kj_mol": 179.3,
  "charge": 1,
  "e_tot_ev": -35936.619,
  "multiplicity": 1,
  "largest_force_ev_per_a": 5.39,
  "elements": ["C", "C", "C", "N", "N", "F", "F", "F", "S", "S", "H", "H"],
  "xyz": [[-0.6016, 0.6760, -0.5347], [-1.7651, -1.1420, 0.1053], [2.3293, 0.4736, 0.3954], [-1.7977, 0.1713, -0.2105], [0.3594, -0.2249, -0.3890], [2.7354, -0.6054, 0.9166], [2.9889, 0.6935, -0.7340], [2.0612, 1.4252, 1.1430], [-3.0552, -2.0555, 0.5375], [-0.0640, -1.7054, 0.1028], [-0.5329, 1.6427, -0.9615], [-2.6577, 0.6510, -0.3709]],
  "atomic_forces_ev_per_a": [[0.590, -2.330, 0.451], [-1.518, -3.062, 1.699], [1.008, -1.824, -3.787], [0.988, 0.720, -0.875], [3.188, 4.342, -0.213], [-0.659, -0.166, 0.638], [-1.708, 0.465, 1.833], [-0.488, 0.813, 0.302], [0.757, 0.502, -0.439], [-2.026, -0.530, 0.358], [0.560, 0.873, 0.002], [-0.694, 0.197, 0.032]]
}

=====

Question: charge of number 2 (C3H2F3N2S2)?
Answer: +1